No. 1
DFT (the ωB97M-V functional and the def2-TZVPD basis) results for a structure of composition C25H40BrNOP2Pd.

Output
<S²> = 6.06
Gap between HOMO and LUMO (spin up / spin down) = 8.053 / 5.637 eV
Highest occupied orbital energy (spin up / spin down) = -20.1 / -20.2 eV
Spin multiplicity = 5
Energy relative to the best compared isomer or geometry (same formula, charge and spin) = 38.5 kcal per mole
Maximum force = 4.267 eV Å⁻¹
Total charge = +4
LUMO level (spin up / spin down) = -12.09 / -14.53 eV

Last column: Mulliken spin population.
CARTESIAN COORDINATES (ANGSTROEM)
C  -0.5061  6.6378  -2.7410  0.141
C  -0.6672  5.2910  -3.1610  0.032
C  -1.0005  5.0628  -4.5138  0.135
C  -1.1319  6.1530  -5.3774  -0.006
N  -0.9568  7.4048  -4.9561  0.824
C  -0.6559  7.6612  -3.6836  -0.010
C  -0.5146  4.1798  -2.2994  0.247
C  -0.6911  3.4560  -1.2913  -0.008
C  -1.0343  2.9171  -0.0016  0.227
C  0.0373  2.5808  0.8438  -0.090
C  -0.2189  1.8029  1.9804  0.114
C  -1.4277  1.1023  2.1014  -0.051
C  -2.3997  1.2349  1.1034  0.044
C  -2.1290  2.0214  -0.0508  -0.032
Pd  -0.3585  1.4840  -1.2342  0.379
P  1.7867  -1.2000  1.2302  0.581
H  -1.1583  4.0530  -4.8815  0.005
H  -0.2690  6.8939  -1.7093  0.009
H  -1.3906  5.9854  -6.4280  0.025
H  -0.5328  8.7107  -3.3937  0.026
H  -2.9047  2.2178  -0.7886  -0.002
H  0.9542  3.1572  0.7142  0.002
H  -3.3628  0.7546  1.2050  0.004
H  0.5465  1.7390  2.7455  0.019
C  1.9186  -2.6293  2.4017  0.059
C  3.0088  -3.6678  2.1667  0.034
H  0.9349  -3.1236  2.3507  0.000
H  1.9866  -2.2058  3.4129  0.002
H  3.0265  -4.3851  2.9949  0.004
H  2.8439  -4.2406  1.2456  0.000
H  4.0042  -3.2200  2.1189  -0.002
C  2.8142  -1.6707  -0.2314  0.056
C  3.4895  -0.5187  -0.9819  0.004
H  2.1062  -2.1688  -0.9131  0.011
H  3.5455  -2.4391  0.0583  0.033
H  3.4730  -0.7412  -2.0565  0.000
H  2.9528  0.4285  -0.8431  -0.001
H  4.5400  -0.3821  -0.6846  0.001
C  2.8353  0.0424  2.1045  0.089
C  4.2623  -0.3984  2.4117  0.062
H  2.3076  0.3116  3.0455  -0.005
H  2.8405  0.9390  1.4623  -0.003
H  4.8224  0.4756  2.7696  0.011
H  4.2912  -1.1521  3.2096  -0.002
H  4.7864  -0.7755  1.5243  -0.002
Br  -1.6884  -0.1480  3.4931  0.009
P  -2.3639  -2.9777  -0.5908  0.630
C  -0.5467  -3.2606  -0.5487  0.119
C  -0.2396  -4.7199  -0.8900  0.019
H  -0.1750  -2.9874  0.4522  0.032
H  -0.0849  -2.5857  -1.2804  -0.021
H  0.8279  -4.8646  -1.0937  0.001
H  -0.5183  -5.3913  -0.0686  -0.001
H  -0.8019  -5.0415  -1.7758  0.003
C  -2.7628  -2.7426  1.1906  0.069
C  -4.1611  -3.2921  1.4774  0.016
H  -2.6861  -1.6754  1.4403  0.042
H  -2.0041  -3.2759  1.7828  0.001
H  -4.3367  -3.3648  2.5548  0.000
H  -4.9431  -2.6598  1.0432  0.001
H  -4.2734  -4.2986  1.0604  0.001
C  -2.5619  -1.3158  -1.3333  0.048
C  -2.8880  -1.4581  -2.8241  0.017
H  -1.6177  -0.7653  -1.1682  0.061
H  -3.3758  -0.8039  -0.7984  -0.012
H  -3.2169  -0.4987  -3.2371  0.000
H  -2.0080  -1.7750  -3.3947  -0.001
H  -3.6805  -2.1994  -2.9983  0.001
O  1.3822  0.5371  4.7187  -0.001
H  1.5039  1.3782  5.1845  0.000
H  0.4166  0.4071  4.6247  -0.001


No. 2
DFT (the ωB97M-V functional and the def2-TZVPD basis) results for a structure of composition C25H40Cl4N3O3PdSi.

Output
<S²> = 2.01
Gap between HOMO and LUMO (spin up / spin down) = 5.499 / 6.699 eV
Highest occupied orbital energy (spin up / spin down) = -3.1 / -4.3 eV
Spin multiplicity = 3
Energy relative to the best compared isomer or geometry (same formula, charge and spin) = 0.0 kcal per mole
Maximum force = 3.005 eV Å⁻¹
Total charge = -1
LUMO level (spin up / spin down) = 2.44 / 2.44 eV

Last column: Mulliken spin population.
CARTESIAN COORDINATES (ANGSTROEM)
C  1.6967  -0.7893  -3.2805  0.004
C  1.1699  0.5937  -3.1214  -0.006
H  1.4361  -1.2088  -4.2556  0.001
H  1.3036  -1.4470  -2.4937  -0.004
H  2.7936  -0.7885  -3.1820  -0.001
C  0.6714  1.3392  -4.1203  0.003
C  0.4825  0.8736  -5.5315  -0.001
H  0.4226  2.3960  -3.9653  0.001
H  0.6473  -0.2046  -5.6606  0.000
H  1.1358  1.4161  -6.2374  0.001
H  -0.5568  1.0771  -5.8321  0.001
Pd  0.1428  -0.1792  0.9749  1.317
Cl  2.4455  0.2345  1.0745  0.153
Cl  0.1536  -2.2919  0.1280  0.179
C  0.5680  2.7564  1.6816  -0.008
O  -0.3043  1.8416  1.6950  0.058
N  0.2325  4.0153  1.9684  0.001
C  -1.1316  4.3495  2.3668  0.001
C  1.1727  5.1326  1.9767  0.001
H  1.6284  2.5468  1.4549  0.004
H  -1.7203  3.4329  2.4581  0.001
H  -1.5864  5.0237  1.6233  0.000
H  -1.0939  4.8836  3.3280  -0.001
H  2.1646  4.7922  1.6663  0.000
H  1.2194  5.5635  2.9876  0.000
H  0.8328  5.9182  1.2875  0.000
H  -1.6350  -1.0557  -2.6961  -0.001
H  -2.2868  1.5735  -2.7326  0.002
C  -2.4081  -1.2105  -1.9254  -0.005
C  -3.1529  1.1263  -2.2178  -0.003
N  -2.7438  0.0669  -1.3061  0.026
H  -2.0427  -1.9236  -1.1750  0.001
C  -2.5961  0.3440  -0.0049  0.032
O  -2.0253  -0.3914  0.8436  0.019
H  -3.6721  1.8991  -1.6356  0.000
H  -3.0418  1.3142  0.2954  -0.001
H  -3.3127  -1.5837  -2.4364  0.000
H  -3.8214  0.7069  -2.9776  0.000
O  0.1131  0.4201  -1.0331  0.153
C  1.1345  1.0858  -1.6738  -0.018
C  -0.1484  3.2895  -1.4886  0.007
C  1.0646  2.6139  -1.5159  0.003
H  -1.0641  2.6953  -1.4625  -0.003
C  -0.1751  4.6914  -1.4589  -0.001
H  2.0930  0.7809  -1.2248  0.003
C  2.2506  3.3442  -1.4145  0.004
H  -1.1411  5.2095  -1.4263  0.000
C  1.0217  5.4162  -1.4841  0.000
C  2.2459  4.7397  -1.4439  0.000
H  3.1847  2.7930  -1.3145  0.003
H  1.0049  6.5107  -1.4985  0.000
H  3.1897  5.2983  -1.4249  0.000
Si  0.3434  -5.9058  0.3017  0.002
Cl  0.4179  -4.8617  -1.4977  0.003
C  -1.4718  -6.2535  0.6326  0.000
C  1.5538  -5.0691  1.4633  0.003
C  0.8962  -7.7186  0.0772  0.000
H  -2.1256  -5.4207  0.3556  0.001
H  -1.6517  -6.5070  1.6849  0.000
H  -1.7510  -7.1233  0.0131  0.000
H  0.1759  -8.2465  -0.5716  0.000
H  0.8859  -8.2099  1.0671  0.000
H  1.9067  -7.8091  -0.3459  0.000
H  1.3942  -3.9828  1.5142  -0.005
H  2.5741  -5.2376  1.0908  0.000
H  1.4767  -5.4818  2.4801  0.000
Cl  1.0993  0.5403  6.5647  0.002
C  0.3813  -0.4432  5.3585  0.007
C  -0.5116  -1.4609  5.6977  -0.007
C  -1.1058  -2.2010  4.6845  0.008
C  -0.8262  -1.8877  3.3521  0.000
N  -0.0311  -0.8586  3.0467  0.075
C  0.6698  -0.2174  4.0002  -0.013
H  -0.7226  -1.6313  6.7512  -0.001
H  -1.7851  -3.0228  4.9048  0.000
H  -1.2201  -2.4791  2.5212  -0.003
H  1.4652  0.4570  3.6944  0.001


No. 3
DFT (the ωB97M-V functional and the def2-TZVPD basis) results for a cluster of 4 separate species, C25H40ClINO11 in total.

Output
Gap between HOMO and LUMO = 6.848 eV
Highest occupied orbital energy = -11.9 eV
Maximum force = 3.195 eV Å⁻¹
Total charge = +1
LUMO level = -5.07 eV

Last column: Mulliken charge in e.
CARTESIAN COORDINATES (ANGSTROEM)
C  0.4770  -0.7846  4.1296  -0.906
C  0.1376  -0.4543  2.8138  -0.540
N  -1.2707  -0.5118  2.4259  0.140
C  -2.0486  -1.5588  2.8763  -0.576
C  -3.4636  -1.7324  2.5267  -0.904
C  -4.1354  -0.7075  1.6666  0.543
C  -5.6618  -0.9120  1.2918  0.718
Cl  -6.7021  0.5589  1.4954  -0.071
C  -6.3783  -2.0974  2.1076  -0.819
C  -6.0709  -3.5612  1.5437  -1.081
C  -3.2773  0.4321  1.2355  0.401
C  -3.8504  1.6010  0.3746  -1.277
O  -4.5062  2.6443  1.1277  -0.330
C  -4.0686  2.7198  2.4640  0.805
C  -4.7898  2.0760  3.6928  -0.708
O  -3.0752  3.3735  2.6904  -0.497
C  -1.8476  0.4851  1.6159  0.310
I  -0.5142  2.0567  0.9913  0.327
H  1.1042  -1.6703  4.4117  0.334
H  0.0796  -0.1209  4.9425  0.288
H  0.9474  -0.1906  2.0898  0.620
H  -1.5546  -2.3098  3.5441  0.409
H  -3.9812  -2.6230  2.9407  0.346
H  -5.6835  -1.2381  0.2074  0.170
H  -6.0363  -2.0957  3.1871  0.307
H  -7.4674  -1.8479  2.1159  0.506
H  -4.9987  -3.7235  1.2629  0.323
H  -6.4007  -4.2738  2.3567  0.336
H  -6.7390  -3.7718  0.6629  0.337
H  -3.0649  2.0893  -0.2719  0.382
H  -4.6217  1.1888  -0.3429  0.360
H  -5.6725  2.7249  3.9453  0.278
H  -4.0948  2.1473  4.5794  0.320
H  -5.0435  0.9949  3.5789  0.155
C  -4.4131  -7.2339  -4.9375  -1.103
C  -5.1046  -7.1604  -3.5905  -0.159
O  -4.4349  -6.2472  -2.7059  -0.357
C  -4.6353  -4.9517  -2.9548  0.739
O  -5.3186  -4.4904  -3.8308  -0.540
O  -3.9167  -4.2411  -2.0674  -0.349
C  -3.9610  -2.8371  -2.2856  -0.524
H  -3.3562  -7.4791  -4.8126  0.295
H  -4.8814  -7.9899  -5.5691  0.358
H  -4.4582  -6.2773  -5.4599  0.314
H  -5.0656  -8.1389  -3.1110  0.286
H  -6.1581  -6.8913  -3.6907  0.307
H  -4.9893  -2.4726  -2.3227  0.288
H  -3.4310  -2.5832  -3.2049  0.380
H  -3.4556  -2.3527  -1.4489  0.062
C  7.6239  -0.2678  1.4071  -1.065
C  6.2413  -0.8454  1.1774  -0.166
O  5.2158  0.0472  1.6426  -0.363
C  4.9772  1.1066  0.8635  0.693
O  5.5289  1.3671  -0.1738  -0.481
O  4.0277  1.8514  1.4523  -0.307
C  3.7512  3.0752  0.7708  -0.730
H  7.7564  0.0031  2.4567  0.303
H  8.3931  -0.9885  1.1259  0.365
H  7.7773  0.6403  0.8223  0.257
H  6.1343  -1.7654  1.7533  0.292
H  6.0784  -1.1001  0.1280  0.302
H  3.5051  2.8984  -0.2774  0.332
H  4.6035  3.7510  0.8546  0.331
H  2.8921  3.5397  1.2546  0.209
C  6.7399  3.0339  -2.1350  -0.801
C  6.7117  3.7066  -3.4937  -0.368
O  6.3371  5.0876  -3.3871  -0.350
C  7.2865  5.9094  -2.9249  0.780
O  8.4046  5.5963  -2.6059  -0.546
O  6.7691  7.1437  -2.8545  -0.344
C  7.6504  8.1063  -2.2764  -0.629
H  5.7873  3.1647  -1.6237  0.189
H  6.9445  1.9681  -2.2367  0.323
H  7.5079  3.4690  -1.4928  0.314
H  5.9551  3.2284  -4.1172  0.320
H  7.6672  3.6091  -4.0137  0.328
H  8.6116  8.1226  -2.7906  0.291
H  7.7883  7.8953  -1.2146  0.289
H  7.1856  9.0857  -2.3789  0.225


Table of calculated total energy (Eh), in record order: -4489.3755, -3624.8849, -2616.4938